(1)
DFT (ωB97M-V with the def2-TZVPD basis set) results for a structure of composition AsF6H12O6.

Element x y z (Å)
As (0.361, -0.654, 0.061)
F (-0.980, -0.014, -0.809)
F (0.213, -2.194, -0.720)
F (1.664, -1.310, 0.978)
F (0.576, 0.890, 0.857)
F (-0.745, -1.124, 1.330)
F (1.445, -0.121, -1.178)
O (-3.683, 0.380, -1.505)
H (-3.634, -0.564, -1.676)
H (-3.235, 0.496, -0.662)
O (-2.235, 1.265, 2.593)
H (-1.355, 1.399, 2.958)
H (-2.208, 0.347, 2.299)
O (-0.329, 3.552, 0.671)
H (-1.011, 3.468, 1.342)
H (0.031, 2.659, 0.593)
O (3.878, -0.242, -2.582)
H (3.094, 0.008, -2.076)
H (4.060, 0.519, -3.139)
O (-0.359, -2.512, -3.577)
H (-0.030, -2.569, -2.671)
H (-0.171, -1.604, -3.829)
O (1.844, -0.714, 3.852)
H (1.267, 0.029, 3.655)
H (1.544, -1.390, 3.237)

Cartesian forces, eV/Å:
As -0.0676 0.0394 0.3592
F 0.0177 -0.0467 -0.1657
F -0.2751 -0.0734 -0.1119
F 0.2023 0.0424 0.1375
F 0.0483 -0.0622 0.1795
F -0.0250 -0.1054 0.0701
F 0.0749 0.0571 -0.2267
O -0.4506 0.0654 -0.0179
H 0.1611 -0.0366 -0.0119
H 0.2250 0.0241 -0.0609
O -0.0776 0.0196 0.1465
H 0.0735 0.0201 -0.0505
H 0.0896 -0.0303 -0.1652
O 0.0719 0.1989 0.0791
H -0.1254 -0.0822 -0.0627
H -0.0447 -0.0420 -0.0564
O 0.0997 0.0931 -0.0778
H -0.0172 -0.1770 0.0579
H 0.0104 0.0317 -0.0198
O 0.0171 -0.0758 -0.1006
H -0.0549 0.0475 0.0797
H -0.0051 0.0515 0.0260
O -0.1391 -0.0670 0.2794
H 0.0675 0.0831 -0.0976
H 0.1236 0.0245 -0.1893

total charge: -1

And the natural (NBO) charges, in e, turn out to be: As 2.851; F -0.625; F -0.636; F -0.627; F -0.652; F -0.649; F -0.643; O -0.947; H 0.467; H 0.480; O -0.953; H 0.466; H 0.486; O -0.965; H 0.464; H 0.493; O -0.954; H 0.494; H 0.455; O -0.962; H 0.491; H 0.467; O -0.949; H 0.465; H 0.484



(2)
DFT (ωB97M-V with the def2-TZVPD basis set) results for a structure of composition AsF6H18O9 at a distorted geometry.

Element x y z (Å)
As (-0.059, -0.168, -0.004)
F (0.336, -0.047, -1.717)
F (-0.403, -1.948, -0.261)
F (-0.416, -0.428, 1.729)
F (0.073, 1.643, 0.209)
F (-1.773, 0.215, -0.257)
F (1.691, -0.498, 0.288)
O (0.968, 3.368, 2.952)
H (1.212, 3.571, 2.049)
H (0.333, 2.656, 2.875)
O (2.868, 1.649, -1.626)
H (1.994, 1.497, -1.266)
H (3.142, 0.795, -1.959)
O (-1.697, -1.858, -2.921)
H (-1.189, -1.439, -2.227)
H (-2.066, -2.639, -2.509)
O (4.219, -0.829, 1.240)
H (3.365, -0.753, 0.814)
H (4.578, 0.058, 1.216)
O (-0.553, 3.560, -1.805)
H (-0.461, 3.926, -0.925)
H (0.140, 2.902, -1.865)
O (0.449, -4.774, -0.097)
H (0.031, -3.940, -0.310)
H (-0.152, -5.438, -0.434)
O (0.648, -2.756, 3.247)
H (1.453, -2.323, 3.533)
H (0.209, -2.107, 2.697)
O (-2.847, 2.136, -2.303)
H (-2.746, 1.409, -1.688)
H (-2.103, 2.710, -2.120)
O (-3.928, 0.217, 1.370)
H (-3.352, 0.369, 0.621)
H (-3.964, -0.736, 1.455)

Cartesian forces, eV/Å:
As -0.2600 -0.5203 1.0171
F -0.4627 0.2282 1.0920
F 0.3877 2.0357 0.2263
F 0.5803 0.5004 -1.5693
F 0.7729 -2.0605 -0.0839
F 1.1172 -0.7078 -0.4315
F -2.1000 0.5910 -0.2234
O 0.1077 0.2571 0.2762
H 0.0683 -0.0517 -0.2320
H -0.1787 -0.2723 -0.0808
O 0.2689 0.4773 -0.0494
H -0.1589 -0.1617 0.1427
H -0.0187 -0.2544 -0.0609
O -0.2089 -0.0722 -0.4393
H 0.1578 0.0594 0.0535
H -0.0599 -0.1255 0.1232
O 0.4941 -0.2156 0.1991
H -0.2728 -0.0138 -0.0557
H 0.0499 0.2035 -0.0117
O 0.0382 0.4790 -0.2767
H -0.0361 0.0204 0.2684
H 0.1833 -0.2675 -0.0573
O 0.1678 -0.3148 0.0084
H -0.0140 0.4678 0.0480
H -0.0986 -0.1726 -0.0567
O -0.0493 -0.3526 0.2791
H 0.2135 0.1014 -0.0100
H -0.1452 0.2463 -0.2427
O -0.7846 -0.2146 -0.2972
H 0.0614 -0.1860 0.0426
H 0.4579 0.2998 0.0976
O -0.5380 0.1628 0.3311
H 0.2051 0.0183 -0.0538
H 0.0545 -0.1845 0.0269

relative energy (zero: lowest compared OMol25 entry of this formula, charge and spin): 64.3 kJ/mol
total charge: -1

And the natural (NBO) charges, in e, turn out to be: As 2.805; F -0.613; F -0.644; F -0.614; F -0.640; F -0.640; F -0.630; O -0.946; H 0.468; H 0.479; O -0.947; H 0.473; H 0.473; O -0.941; H 0.480; H 0.457; O -0.955; H 0.487; H 0.461; O -0.941; H 0.478; H 0.485; O -0.939; H 0.483; H 0.454; O -0.951; H 0.465; H 0.483; O -0.976; H 0.468; H 0.486; O -0.951; H 0.484; H 0.461



Across the entries above, HOMO-LUMO gap takes the values 0.418, 0.368 Ha, respectively.
Across the entries above, HOMO takes the values -8.4, -8.0 eV, respectively.
Across the entries above, E takes the values -89630.5259, -95870.1429 eV, respectively.